Record 1
ORCA calculation (wB97M-V/def2-TZVPD) on a structure of composition C33H49BaClFN8O6S at a distorted geometry.

Structure (ORCA input):
```
! wB97M-V def2-TZVPD RIJCOSX def2/J DEFGRID3
* xyz -1 1
Ba 1.676 -1.705 1.594
O 3.458 -1.275 -2.825
C 3.614 -1.347 -1.498
O 3.268 -0.511 -0.640
C 4.104 -2.718 -1.202
O 3.916 -3.098 0.200
C 4.462 -4.299 0.691
C 4.283 -4.156 2.312
O 5.218 -4.658 2.969
O 3.230 -3.492 2.639
H 2.913 -0.537 -3.133
H 3.496 -3.375 -1.852
H 5.142 -2.893 -1.582
H 3.786 -5.102 0.376
H 5.551 -4.422 0.401
C 4.033 1.227 2.311
N 3.334 0.397 3.363
C 4.275 -0.645 3.790
C 3.068 1.173 4.566
C 2.309 0.392 5.553
C 2.047 0.905 6.856
C 1.302 0.193 7.781
C 0.804 -1.047 7.405
C 1.074 -1.554 6.102
C 1.804 -0.841 5.242
H 3.826 2.332 2.444
H 3.506 1.113 1.315
H 5.109 0.986 2.240
H 5.172 -0.182 4.266
H 4.533 -1.328 2.970
H 3.809 -1.339 4.506
H 2.534 2.067 4.200
H 3.994 1.572 4.987
H 2.291 1.974 7.072
H 1.170 0.571 8.772
H 0.205 -1.646 8.113
H 0.750 -2.552 5.779
N -0.844 -0.111 3.203
H -0.777 -0.598 4.089
H -1.326 0.785 3.360
H -1.196 -0.592 2.375
C -0.703 2.753 -4.475
C -1.097 3.961 -3.553
C -1.634 5.061 -4.478
C 0.181 4.543 -2.888
C -2.140 3.601 -2.367
O -1.998 4.599 -1.398
C -3.705 3.524 -2.643
C -4.427 2.263 -3.146
C -3.986 1.761 -4.489
C -4.082 2.609 -5.622
C -3.761 2.129 -6.864
C -3.357 0.790 -7.057
Cl -2.828 0.258 -8.567
C -3.282 -0.091 -5.919
C -3.634 0.387 -4.674
C -1.783 2.204 -1.698
N -0.830 2.001 -0.626
C 0.441 1.422 -0.564
N 0.900 1.522 0.689
C -0.025 2.231 1.341
N -1.066 2.617 0.582
H -0.239 3.125 -5.392
H -1.604 2.303 -4.879
H -0.121 1.898 -4.008
H -0.729 5.586 -4.883
H -2.283 5.798 -3.999
H -2.159 4.657 -5.349
H 0.126 5.611 -2.771
H 1.043 4.388 -3.569
H 0.423 4.093 -1.900
H -2.540 5.357 -1.587
H -3.917 4.384 -3.263
H -4.130 3.794 -1.662
H -5.512 2.604 -3.323
H -4.519 1.448 -2.457
H -4.361 3.591 -5.397
H -3.823 2.755 -7.739
H -3.143 -1.119 -6.061
H -3.567 -0.352 -3.831
H -1.525 1.618 -2.602
H -2.708 1.777 -1.334
H 0.920 0.820 -1.339
H 0.010 2.487 2.405
C -2.776 -7.126 2.062
C -2.030 -6.131 3.035
C -1.872 -4.841 2.347
N -0.805 -4.139 2.521
N -0.419 -3.345 1.439
C -1.426 -3.235 0.565
N -1.391 -2.321 -0.412
S -2.791 -4.443 0.930
H -2.864 -8.144 2.598
H -2.222 -7.358 1.121
H -3.809 -6.821 1.744
H -1.029 -6.517 3.376
H -2.661 -5.951 3.915
H -0.311 -2.133 -0.863
H -2.189 -2.149 -1.008
F 0.847 -1.776 -1.124
*
```

The calculation puts the frontier orbital gap at 3.700 eV. The value obtained for the energy relative to the best compared isomer or geometry (same formula, charge and spin) is 237.2 kJ/mol.

Atom charges from the Löwdin analysis, given in e for atoms 1 to 4: atom 1 (Ba): 1.82, atom 2 (O): 0.11, atom 3 (C): -0.49, atom 4 (O): -0.03

Record 2
ORCA calculation (wB97M-V/def2-TZVPD) on a structure of composition C30H24IrN2OP at a distorted geometry.

Structure (ORCA input):
```
! wB97M-V def2-TZVPD RIJCOSX def2/J DEFGRID3
* xyz 3 2
Ir 1.066 0.829 -1.297
O 0.870 2.061 -3.690
N -0.057 1.775 -2.693
C -1.300 2.016 -2.901
C -2.354 1.852 -1.933
C -3.609 2.293 -2.346
C -4.684 2.308 -1.465
C -4.494 1.908 -0.159
C -3.240 1.459 0.266
C -2.170 1.402 -0.615
P -0.709 0.600 0.064
C -1.046 -1.165 0.141
C -0.190 -1.988 0.886
C -0.392 -3.357 0.905
C -1.434 -3.916 0.169
C -2.283 -3.104 -0.568
C -2.098 -1.725 -0.576
C -0.403 1.323 1.651
C -0.544 0.600 2.838
C -0.331 1.245 4.049
C 0.024 2.586 4.077
C 0.163 3.309 2.895
C -0.052 2.681 1.682
H 0.419 2.433 -4.468
H -1.576 2.448 -3.862
H -3.745 2.646 -3.362
H -5.653 2.651 -1.800
H -5.314 1.940 0.547
H -3.117 1.145 1.296
H 0.608 -1.555 1.479
H 0.244 -3.991 1.509
H -1.595 -4.987 0.188
H -3.108 -3.538 -1.117
H -2.777 -1.102 -1.144
H -0.848 -0.438 2.829
H -0.459 0.699 4.974
H 0.175 3.081 5.028
H 0.422 4.359 2.926
H 0.016 3.257 0.763
C 4.049 1.262 1.707
C 4.557 -0.011 1.878
C 4.055 -1.048 1.095
C 3.054 -0.775 0.174
N 2.540 0.494 0.035
C 3.028 1.479 0.776
C 2.439 -1.687 -0.735
C 2.794 -3.036 -0.928
C 2.175 -3.734 -1.925
C 1.172 -3.114 -2.732
C 0.784 -1.793 -2.541
C 1.398 -1.064 -1.544
H 4.427 2.101 2.275
H 5.338 -0.201 2.602
H 4.440 -2.053 1.201
H 2.610 2.467 0.623
H 3.556 -3.506 -0.321
H 2.446 -4.763 -2.123
H 0.698 -3.696 -3.513
H 0.015 -1.360 -3.166
*
```

The calculation puts the frontier orbital gap (alpha / beta) at 7.277 / 5.091 eV. The value obtained for the energy relative to the best compared isomer or geometry (same formula, charge and spin) is 41.6 kJ/mol.

Atom charges from the Löwdin analysis, given in e for atoms 1 to 4: atom 1 (Ir): 1.21, atom 2 (O): -0.01, atom 3 (N): -0.20, atom 4 (C): -0.02

Copy entry 2 word for word.
ORCA calculation (wB97M-V/def2-TZVPD) on a structure of composition C30H24IrN2OP at a distorted geometry.

Structure (ORCA input):
```
! wB97M-V def2-TZVPD RIJCOSX def2/J DEFGRID3
* xyz 3 2
Ir 1.066 0.829 -1.297
O 0.870 2.061 -3.690
N -0.057 1.775 -2.693
C -1.300 2.016 -2.901
C -2.354 1.852 -1.933
C -3.609 2.293 -2.346
C -4.684 2.308 -1.465
C -4.494 1.908 -0.159
C -3.240 1.459 0.266
C -2.170 1.402 -0.615
P -0.709 0.600 0.064
C -1.046 -1.165 0.141
C -0.190 -1.988 0.886
C -0.392 -3.357 0.905
C -1.434 -3.916 0.169
C -2.283 -3.104 -0.568
C -2.098 -1.725 -0.576
C -0.403 1.323 1.651
C -0.544 0.600 2.838
C -0.331 1.245 4.049
C 0.024 2.586 4.077
C 0.163 3.309 2.895
C -0.052 2.681 1.682
H 0.419 2.433 -4.468
H -1.576 2.448 -3.862
H -3.745 2.646 -3.362
H -5.653 2.651 -1.800
H -5.314 1.940 0.547
H -3.117 1.145 1.296
H 0.608 -1.555 1.479
H 0.244 -3.991 1.509
H -1.595 -4.987 0.188
H -3.108 -3.538 -1.117
H -2.777 -1.102 -1.144
H -0.848 -0.438 2.829
H -0.459 0.699 4.974
H 0.175 3.081 5.028
H 0.422 4.359 2.926
H 0.016 3.257 0.763
C 4.049 1.262 1.707
C 4.557 -0.011 1.878
C 4.055 -1.048 1.095
C 3.054 -0.775 0.174
N 2.540 0.494 0.035
C 3.028 1.479 0.776
C 2.439 -1.687 -0.735
C 2.794 -3.036 -0.928
C 2.175 -3.734 -1.925
C 1.172 -3.114 -2.732
C 0.784 -1.793 -2.541
C 1.398 -1.064 -1.544
H 4.427 2.101 2.275
H 5.338 -0.201 2.602
H 4.440 -2.053 1.201
H 2.610 2.467 0.623
H 3.556 -3.506 -0.321
H 2.446 -4.763 -2.123
H 0.698 -3.696 -3.513
H 0.015 -1.360 -3.166
*
```

The calculation puts the frontier orbital gap (alpha / beta) at 7.277 / 5.091 eV. The value obtained for the energy relative to the best compared isomer or geometry (same formula, charge and spin) is 41.6 kJ/mol.

Atom charges from the Löwdin analysis, given in e for atoms 1 to 4: atom 1 (Ir): 1.21, atom 2 (O): -0.01, atom 3 (N): -0.20, atom 4 (C): -0.02